[1]
Computed, not measured: C42H50ClFGeN7NaO10Se2 as an isolated structure at a distorted geometry, with the ωB97M-V functional and the def2-TZVPD basis.

XYZ file:
```
115
Properties=species:S:1:pos:R:3:mulliken_charge:R:1
Na -0.797 -0.317 -0.680 0.432
N 0.225 -0.799 3.201 0.601
C -1.072 -1.172 2.893 0.119
C -1.716 -2.045 3.791 -0.840
C -3.025 -2.390 3.551 -0.531
C -3.672 -1.873 2.432 -0.943
C -2.941 -1.054 1.595 -0.462
N -1.665 -0.711 1.806 0.776
C 1.065 0.171 2.646 -0.084
C 2.241 0.461 3.349 -0.824
C 3.074 1.440 2.859 -0.766
C 2.716 2.108 1.694 -0.919
C 1.540 1.730 1.076 -0.857
N 0.728 0.776 1.528 1.189
H 0.582 -1.213 4.044 0.166
H -1.186 -2.430 4.654 0.422
H -3.539 -3.062 4.228 0.353
H -4.708 -2.096 2.219 0.466
H -3.391 -0.646 0.697 0.387
H 2.485 -0.076 4.259 0.447
H 3.990 1.688 3.382 0.395
H 3.332 2.893 1.275 0.531
H 1.217 2.224 0.170 0.440
O -3.563 -1.366 -3.670 -0.715
Cl -2.428 -0.689 -3.086 1.660
O -2.154 0.529 -3.797 -0.697
O -1.263 -1.559 -3.112 -0.580
O -2.727 -0.391 -1.680 -0.639
O 5.746 2.277 -3.167 -0.525
C 5.479 0.893 -2.969 -0.623
C 4.007 0.651 -2.786 0.500
C 3.541 -0.655 -2.731 -1.210
C 2.195 -0.868 -2.507 -0.906
N 1.321 0.120 -2.359 0.218
C 1.754 1.372 -2.448 1.069
C 3.096 1.686 -2.650 -0.606
C 0.696 2.425 -2.321 -0.670
C 0.875 3.717 -2.785 -0.719
C -0.162 4.637 -2.637 0.410
C 0.028 6.072 -3.042 -0.803
O 0.934 6.755 -2.174 -0.537
C -1.338 4.213 -2.052 -1.075
C -1.435 2.895 -1.621 -0.890
N -0.441 2.029 -1.741 0.869
H 6.665 2.438 -2.945 0.303
H 6.003 0.522 -2.083 0.331
H 5.829 0.313 -3.830 0.274
H 4.218 -1.495 -2.833 0.467
H 1.790 -1.874 -2.443 0.935
H 3.441 2.709 -2.675 0.511
H 1.802 4.020 -3.256 0.476
H -0.941 6.582 -3.059 0.311
H 0.468 6.138 -4.038 0.334
H 0.716 6.495 -1.271 0.352
H -2.170 4.892 -1.908 0.302
H -2.336 2.534 -1.141 0.721
C -1.533 -4.544 -4.626 -1.011
Ge -2.083 -5.437 -2.986 0.573
C -0.593 -6.510 -2.311 -0.991
C -3.575 -6.647 -3.420 -1.281
C -2.694 -4.181 -1.628 -1.122
Se -1.204 -3.237 -0.765 0.165
C -1.205 -4.286 0.867 -1.006
H -0.919 -5.209 -5.237 0.423
H -0.960 -3.651 -4.377 0.166
H -2.406 -4.227 -5.199 0.334
H -0.356 -7.309 -3.016 0.427
H -0.824 -6.957 -1.342 0.297
H 0.290 -5.877 -2.201 0.146
H -3.271 -7.396 -4.154 0.352
H -4.398 -6.067 -3.843 0.360
H -3.940 -7.161 -2.529 0.359
H -3.278 -4.690 -0.859 0.562
H -3.325 -3.420 -2.088 0.429
H -0.982 -5.332 0.658 0.352
H -2.170 -4.195 1.365 0.350
H -0.431 -3.855 1.500 0.082
F 7.018 -3.596 1.047 -0.350
C 6.053 -3.822 0.132 0.299
C 4.760 -3.735 0.463 0.015
N 3.745 -4.009 -0.414 0.347
C 2.369 -3.703 -0.008 -0.478
C 2.176 -2.193 0.283 0.377
O 3.213 -1.535 0.492 -0.734
O 0.984 -1.823 0.292 0.535
C 4.012 -4.306 -1.730 0.425
O 3.168 -4.509 -2.578 -0.629
N 5.367 -4.377 -2.034 -0.044
C 6.465 -4.166 -1.207 0.271
O 7.603 -4.281 -1.624 -0.697
H 4.461 -3.466 1.465 0.392
H 2.136 -4.264 0.900 0.115
H 1.693 -4.013 -0.800 -0.390
H 5.573 -4.606 -2.995 0.225
C -4.012 7.375 5.910 -1.427
C -3.581 6.288 4.957 0.788
C -2.638 5.335 5.317 -1.110
C -2.194 4.356 4.431 0.759
C -1.184 3.349 4.904 -1.383
C -2.685 4.309 3.106 0.108
Se -1.968 3.044 1.870 -0.400
C -3.686 5.245 2.757 1.042
C -4.324 5.239 1.393 -1.594
C -4.103 6.207 3.673 -0.812
H -3.489 7.284 6.865 0.324
H -5.087 7.335 6.113 0.302
H -3.797 8.368 5.507 0.301
H -2.226 5.354 6.324 0.164
H -0.902 3.542 5.944 0.353
H -0.293 3.363 4.273 0.240
H -1.585 2.335 4.817 0.182
H -4.154 4.282 0.903 0.219
H -3.892 6.016 0.752 0.240
H -5.399 5.428 1.470 0.394
H -4.868 6.920 3.367 0.321
```

Calculated values
- Relative energy (zero: lowest compared OMol25 entry of this formula, charge and spin): 0.671 eV
- LUMO: 3.453 eV
- E_HOMO: -1.35 eV
- Charge: -2
- Energy: -10368.28903 Eh

[2]
Computed, not measured: C42H50F3N2O4PRhSSe as an isolated structure, with the ωB97M-V functional and the def2-TZVPD basis.

XYZ file:
```
105
Properties=species:S:1:pos:R:3:mulliken_charge:R:1
Rh 0.976 0.243 -0.548 2.753
O -0.150 0.655 1.882 -0.604
C 0.920 0.342 1.413 0.326
C 2.159 0.044 2.239 -0.459
C 2.245 0.294 3.598 -0.241
C 3.459 0.083 4.242 -0.762
C 4.562 -0.373 3.526 -0.791
C 4.467 -0.634 2.164 -0.466
C 3.249 -0.435 1.526 -0.357
P 2.918 -0.754 -0.230 2.826
C 4.397 -0.232 -1.103 0.722
C 4.751 1.116 -1.006 -0.460
C 5.946 1.561 -1.540 -0.779
C 6.793 0.662 -2.178 -0.626
C 6.436 -0.672 -2.292 -0.730
C 5.237 -1.125 -1.759 -0.670
C 2.791 -2.543 -0.432 -0.121
C 2.502 -3.013 -1.716 -0.394
C 2.270 -4.363 -1.919 -0.733
C 2.325 -5.246 -0.847 -0.700
C 2.603 -4.778 0.429 -0.714
C 2.828 -3.424 0.641 -0.707
H 1.378 0.665 4.130 0.592
H 3.551 0.284 5.301 0.454
H 5.505 -0.526 4.034 0.461
H 5.325 -0.994 1.609 0.568
H 4.089 1.815 -0.507 0.315
H 6.222 2.604 -1.458 0.449
H 7.735 1.005 -2.585 0.404
H 7.094 -1.369 -2.794 0.455
H 4.968 -2.168 -1.850 0.363
H 2.455 -2.320 -2.551 0.583
H 2.038 -4.724 -2.912 0.478
H 2.148 -6.301 -1.009 0.414
H 2.643 -5.467 1.262 0.459
H 3.035 -3.062 1.641 0.412
C -3.805 -4.011 1.202 -0.848
C -2.893 -4.452 2.350 -0.748
C -1.446 -3.963 2.237 -0.229
C -1.205 -2.517 2.648 -0.797
N -1.944 -1.541 1.845 1.151
C -1.673 -1.208 0.578 -1.613
Se -0.243 -1.858 -0.472 -0.202
N -2.574 -0.315 0.151 1.389
C -2.711 0.171 -1.236 -0.114
C -3.359 -0.868 -2.140 -0.381
C -4.835 -1.125 -1.832 -0.100
C -5.748 -0.002 -2.316 -1.430
C -3.438 -0.027 1.195 0.420
C -4.529 0.836 1.283 -0.634
C -5.209 0.857 2.481 -0.931
C -4.821 0.046 3.563 -0.924
C -3.733 -0.795 3.481 -1.078
C -3.041 -0.810 2.272 1.338
H -4.726 -4.595 1.200 0.510
H -3.315 -4.167 0.237 0.222
H -4.096 -2.963 1.271 0.033
H -2.872 -5.543 2.368 0.409
H -3.317 -4.133 3.308 0.285
H -1.092 -4.109 1.213 0.069
H -0.805 -4.568 2.884 0.519
H -0.144 -2.273 2.567 -0.243
H -1.514 -2.360 3.680 0.676
H -1.724 0.431 -1.611 -1.037
H -3.304 1.083 -1.184 0.525
H -2.783 -1.792 -2.058 0.089
H -3.237 -0.523 -3.168 0.659
H -4.973 -1.276 -0.756 -0.022
H -5.132 -2.057 -2.315 0.470
H -5.520 0.951 -1.831 0.235
H -6.795 -0.228 -2.114 0.410
H -5.639 0.143 -3.392 0.390
H -4.837 1.453 0.450 0.416
H -6.065 1.509 2.592 0.498
H -5.398 0.076 4.477 0.448
H -3.441 -1.415 4.317 0.457
C -1.905 5.257 1.978 -1.245
C -2.295 4.708 0.608 -0.181
C -1.111 4.583 -0.347 -0.809
S 0.078 3.366 0.270 0.553
O 0.027 2.256 -0.793 -1.300
C 1.671 4.199 -0.014 -1.206
C 2.272 3.920 -1.389 0.425
C 1.551 4.614 -2.537 -1.433
H -2.788 5.484 2.573 0.408
H -1.325 6.178 1.878 0.317
H -1.303 4.539 2.538 0.276
H -3.031 5.368 0.145 0.482
H -2.765 3.727 0.726 -0.031
H -0.610 5.543 -0.472 0.495
H -1.405 4.189 -1.321 0.372
H 2.314 3.819 0.783 0.524
H 1.506 5.263 0.159 0.633
H 2.275 2.844 -1.576 -0.388
H 3.315 4.243 -1.353 0.539
H 0.528 4.252 -2.635 0.185
H 2.056 4.411 -3.480 0.441
H 1.528 5.697 -2.392 0.360
F 0.149 0.230 -6.004 -0.261
C 0.978 0.530 -5.006 0.579
F 1.200 1.859 -5.044 -0.246
F 2.154 -0.081 -5.254 -0.262
C 0.424 0.107 -3.621 -0.318
O -0.655 -0.452 -3.560 -0.576
O 1.233 0.431 -2.690 -0.337
```

Calculated values
- Relative energy (zero: lowest compared OMol25 entry of this formula, charge and spin): 0.252 eV
- LUMO: -3.977 eV
- E_HOMO: -10.68 eV
- Charge: +1
- Energy: -5591.93746 Eh

Which formula does entry 1 have?
C42H50ClFGeN7NaO10Se2

The highest E_HOMO belongs to which entry?
C42H50ClFGeN7NaO10Se2

Number 1 is which compound?
C42H50ClFGeN7NaO10Se2